1.
A gas-phase ion, C4H10N3 (charge +1) in a non-equilibrium geometry. Source: the Open Molecules 2025 dataset; level of theory: ωB97M-V with the def2-TZVPD basis set.

ΔE to the lowest compared entry with this formula, charge and spin = 5.6909 eV
LUMO level (alpha / beta) = -4.45 / -4.45 eV
HOMO level (alpha / beta) = -13.836 / -13.837 eV

```
! wB97M-V def2-TZVPD RIJCOSX def2/J DEFGRID3
* xyz 1 1
C -1.72 1.39 0.57
C -1.71 0.17 0.16
C 0.28 0.75 -1.07
C 0.44 -0.99 0.61
N 0.32 1.79 -0.19
N 1.66 -1.40 0.02
N -0.57 -0.45 -0.47
H -2.31 2.24 0.87
H -2.39 -0.45 0.72
H -0.19 1.12 -2.01
H 1.25 0.37 -1.13
H 0.67 -0.09 1.27
H -0.13 -1.75 1.10
H 0.98 1.83 0.58
H 1.72 -2.32 -0.31
H 2.48 -0.94 0.44
H -0.79 -1.26 -1.14
*
```



2.
C2HF4P in the gas phase in a non-equilibrium geometry. Source: the Open Molecules 2025 dataset; level of theory: ωB97M-V with the def2-TZVPD basis set.

ΔE to the lowest compared entry with this formula, charge and spin = 4.0019 eV
LUMO level (alpha / beta) = -1.29 / -1.30 eV
SMILES = FC#P(F)C(F)F
HOMO level (alpha / beta) = -9.081 / -9.090 eV

```
! wB97M-V def2-TZVPD RIJCOSX def2/J DEFGRID3
* xyz 0 1
F 2.44 -1.67 -0.45
C 2.64 -0.40 -0.37
P 1.78 0.66 0.72
F 2.52 1.95 0.07
C -0.09 0.76 0.06
F -0.53 2.02 0.24
F -0.07 0.53 -1.26
H -0.81 0.24 0.62
*
```



3.
4 unconnected molecules or ions with the total composition C17H42N3O18P5S in a non-equilibrium geometry. Source: the Open Molecules 2025 dataset; level of theory: ωB97M-V with the def2-TZVPD basis set.

LUMO level = -0.83 eV
SMILES = N#CO[C@H]1NC(=O)[C@@](CCCS)(P(N)O)[C@H]1P(=O)(O)O.COP(=O)(OC)OC.COP(=O)(OC)OC.COP(=O)(OC)OC
HOMO level = -9.315 eV

```
! wB97M-V def2-TZVPD RIJCOSX def2/J DEFGRID3
* xyz 0 1
N 0.72 2.65 -3.35
C 1.15 2.36 -2.14
O 1.84 1.86 -0.91
C 3.21 2.36 -1.04
N 3.59 3.44 -0.04
C 4.07 2.65 1.18
O 3.96 2.92 2.49
C 4.90 1.27 0.73
C 6.42 1.65 1.19
C 7.60 1.17 0.16
C 8.89 2.21 0.43
S 9.62 1.95 2.17
P 4.09 -0.02 1.92
N 5.32 -1.27 2.41
O 2.77 -0.88 1.11
C 4.47 1.28 -0.85
P 4.27 -0.36 -1.81
O 2.80 -0.66 -2.32
O 4.81 -1.78 -0.96
O 5.28 -0.26 -3.27
H 3.40 2.77 -2.13
H 4.54 3.71 -0.43
H 6.51 2.80 1.46
H 6.64 1.08 2.22
H 7.34 1.28 -0.98
H 8.04 0.09 0.41
H 9.76 2.07 -0.34
H 8.48 3.33 0.34
H 8.60 2.20 3.10
H 6.17 -1.20 1.82
H 5.65 -0.95 3.37
H 2.92 -1.87 1.23
H 5.30 1.83 -1.51
H 5.44 -1.55 -0.21
H 6.22 -0.37 -2.95
C -1.20 0.88 3.30
O -1.50 0.82 1.92
P -2.24 -0.50 1.37
O -2.08 -1.72 2.22
O -1.67 -0.63 -0.12
C -0.26 -0.79 -0.24
O -3.75 0.01 1.15
C -4.80 -0.92 1.34
H -0.17 0.56 3.45
H -1.31 1.91 3.64
H -1.87 0.24 3.89
H 0.11 -1.51 0.49
H 0.23 0.18 -0.08
H -0.03 -1.14 -1.24
H -5.09 -0.90 2.40
H -4.50 -1.93 1.06
H -5.65 -0.62 0.73
C -0.77 -4.47 -3.44
O -0.86 -3.32 -4.24
P 0.02 -3.28 -5.59
O 1.21 -4.19 -5.61
O 0.37 -1.72 -5.75
C 1.09 -1.13 -4.68
O -1.08 -3.54 -6.74
C -0.67 -4.23 -7.90
H -0.05 -4.29 -2.64
H -1.75 -4.67 -2.99
H -0.46 -5.35 -4.01
H 1.92 -1.78 -4.37
H 0.42 -0.95 -3.84
H 1.50 -0.18 -5.01
H -0.80 -5.30 -7.73
H 0.37 -4.02 -8.15
H -1.31 -3.93 -8.73
C -6.52 1.07 4.55
O -7.81 0.55 4.31
P -8.88 1.54 3.61
O -8.60 3.00 3.76
O -10.28 1.04 4.25
C -10.38 1.13 5.66
O -8.94 0.98 2.11
C -9.19 1.90 1.07
H -6.47 1.41 5.58
H -5.79 0.27 4.41
H -6.27 1.89 3.88
H -10.00 2.09 6.02
H -9.83 0.31 6.12
H -11.43 1.05 5.94
H -8.24 2.32 0.73
H -9.85 2.71 1.40
H -9.67 1.38 0.24
*
```



4.
7 unconnected molecules or ions with the total composition C20H43Cl2N5O8 in a non-equilibrium geometry. Source: the Open Molecules 2025 dataset; level of theory: ωB97M-V with the def2-TZVPD basis set.

ΔE to the lowest compared entry with this formula, charge and spin = 2.9790 eV
LUMO level = 0.36 eV
SMILES = O=C1OCCO1.CNC(C)=O.CNC(C)=O.CNC(C)=O.CNC(C)=O.CNC(C)=O.ClCCCl
HOMO level = -9.208 eV

```
! wB97M-V def2-TZVPD RIJCOSX def2/J DEFGRID3
* xyz 0 1
O -3.36 -4.42 1.87
C -4.15 -5.14 2.43
O -4.54 -5.19 3.67
C -5.47 -6.20 3.92
C -5.83 -6.68 2.47
O -4.84 -6.10 1.68
H -5.03 -6.93 4.60
H -6.44 -5.90 4.33
H -6.80 -6.26 2.23
H -5.85 -7.77 2.45
C -1.20 8.92 -0.25
N -0.58 7.82 -1.00
C -1.03 7.07 -1.98
C -2.39 7.47 -2.62
O -0.33 6.18 -2.45
H -2.13 8.49 0.11
H -1.65 9.68 -0.90
H -0.44 9.29 0.44
H 0.33 7.55 -0.66
H -2.20 8.30 -3.30
H -3.18 7.69 -1.91
H -2.82 6.64 -3.19
C 9.37 -1.68 -1.89
N 8.54 -2.35 -0.92
C 9.02 -3.15 -0.02
C 7.93 -3.98 0.72
O 10.21 -3.25 0.29
H 9.05 -0.82 -2.49
H 9.17 -2.31 -2.76
H 10.34 -1.41 -1.49
H 7.54 -2.24 -0.97
H 7.39 -4.61 0.02
H 7.13 -3.44 1.23
H 8.47 -4.61 1.42
C 0.45 -0.11 -2.22
N 0.67 -0.79 -0.95
C 1.89 -1.12 -0.45
C 1.88 -1.46 1.03
O 2.88 -1.18 -1.07
H 0.44 0.97 -2.04
H -0.51 -0.35 -2.66
H 1.24 -0.34 -2.93
H -0.16 -1.12 -0.48
H 1.13 -2.21 1.26
H 1.66 -0.49 1.49
H 2.86 -1.68 1.45
C -1.95 2.13 -7.58
N -2.65 0.93 -7.87
C -3.90 0.69 -7.78
C -4.33 -0.68 -8.44
O -4.68 1.43 -7.18
H -2.63 2.83 -7.10
H -1.68 2.56 -8.54
H -1.04 2.00 -7.00
H -2.04 0.12 -7.92
H -5.06 -0.45 -9.22
H -4.89 -1.26 -7.70
H -3.60 -1.23 -9.02
C 1.87 -1.46 6.93
N 3.07 -0.73 7.44
C 4.29 -1.27 7.46
C 5.42 -0.40 8.04
O 4.45 -2.45 7.08
H 2.16 -2.39 6.45
H 1.35 -0.86 6.19
H 1.40 -1.58 7.91
H 2.98 0.27 7.41
H 5.21 0.67 8.02
H 6.43 -0.53 7.65
H 5.45 -0.81 9.05
Cl -8.79 1.48 1.71
C -7.15 1.60 1.66
C -6.42 1.36 0.22
Cl -4.75 1.22 0.59
H -6.80 0.81 2.32
H -6.86 2.47 2.26
H -6.67 2.23 -0.38
H -6.87 0.46 -0.21
*
```



5.
2 unconnected molecules or ions with the total composition C12H13OP in a non-equilibrium geometry. Source: the Open Molecules 2025 dataset; level of theory: ωB97M-V with the def2-TZVPD basis set.

ΔE to the lowest compared entry with this formula, charge and spin = 2.9450 eV
LUMO level (alpha / beta) = 0.01 / 0.01 eV
HOMO level (alpha / beta) = -7.654 / -7.649 eV

```
! wB97M-V def2-TZVPD RIJCOSX def2/J DEFGRID3
* xyz 0 1
C -0.25 2.02 -2.88
C 0.55 1.09 -3.51
C -1.08 1.60 -1.87
C 0.73 -0.14 -2.92
C -1.05 0.34 -1.39
C -0.10 -0.54 -1.82
C 1.26 0.43 2.66
C 1.28 -0.27 1.43
C 0.17 0.46 3.44
C 0.32 -1.13 1.17
C -1.21 -0.08 2.86
C -0.93 -1.33 1.97
O 1.42 -2.89 -1.39
P -0.07 -2.24 -1.20
H -0.24 3.00 -3.34
H 1.13 1.49 -4.27
H -1.64 2.38 -1.33
H 1.29 -0.90 -3.37
H -1.69 -0.08 -0.59
H 1.96 1.02 3.05
H 1.99 0.17 0.70
H 0.12 0.87 4.48
H -1.89 -0.23 3.71
H -1.45 0.84 2.22
H -1.72 -1.46 1.28
H -0.91 -2.23 2.60
H 2.03 -2.21 -1.70
*
```



6.
3 unconnected molecules or ions with the total composition C44H54BF4N2 in a non-equilibrium geometry. Source: the Open Molecules 2025 dataset; level of theory: ωB97M-V with the def2-TZVPD basis set.

ΔE to the lowest compared entry with this formula, charge and spin = 2.4612 eV
LUMO level = -5.27 eV
HOMO level = -11.333 eV

```
! wB97M-V def2-TZVPD RIJCOSX def2/J DEFGRID3
* xyz 1 1
F 3.02 1.74 4.18
C 2.77 2.21 5.46
C 3.88 2.51 6.23
C 3.62 2.93 7.55
F 4.68 3.16 8.38
C 2.31 3.14 8.00
C 1.19 2.89 7.18
C -0.12 3.30 7.76
C -1.28 3.19 6.80
C -2.16 4.27 6.58
C -3.25 4.15 5.73
F -4.11 5.22 5.53
C -3.53 2.98 5.01
C -2.63 1.93 5.22
F -2.92 0.73 4.63
C -1.51 2.03 6.03
C 1.46 2.39 5.88
H 4.89 2.47 5.87
H 2.12 3.55 8.99
H -0.04 4.34 8.18
H -1.97 5.24 7.07
H -4.38 2.89 4.35
H -0.82 1.18 6.09
H 0.65 2.14 5.17
C -3.08 2.09 14.27
C -2.58 2.81 15.51
C -3.82 3.51 16.07
C -2.09 1.81 16.55
C -1.44 3.83 15.19
C -1.56 5.05 15.84
C -0.69 6.11 15.62
C 0.43 5.89 14.86
C 0.75 4.61 14.38
C 2.24 4.46 14.05
C 2.69 3.06 13.71
C 3.07 4.86 15.28
C 2.60 5.42 12.92
C -0.28 3.62 14.33
N -0.20 2.52 13.38
C -0.17 2.54 11.98
B 0.20 3.56 10.83
H -0.02 3.20 9.31
N -0.34 1.22 11.58
C -0.42 0.69 10.20
C 0.70 0.02 9.63
C 2.12 -0.11 10.22
C 3.18 -0.23 9.13
C 2.19 -1.37 11.07
C 2.56 1.09 11.03
C 0.50 -0.73 8.46
C -0.73 -0.80 7.82
C -1.79 -0.11 8.34
C -1.68 0.68 9.50
C -2.95 1.44 9.95
C -2.77 2.96 9.84
C -3.31 1.05 11.37
C -4.16 1.06 9.11
C -0.21 0.40 12.72
C -0.10 1.17 13.80
H -2.36 1.34 13.96
H -4.03 1.58 14.49
H -3.27 2.81 13.46
H -3.66 3.87 17.09
H -4.11 4.35 15.43
H -4.66 2.81 16.11
H -1.80 2.33 17.47
H -2.89 1.08 16.78
H -1.21 1.27 16.21
H -2.36 5.22 16.54
H -0.89 7.08 16.07
H 1.17 6.68 14.71
H 3.77 3.05 13.53
H 2.18 2.71 12.82
H 2.49 2.35 14.52
H 2.88 5.88 15.62
H 2.88 4.18 16.12
H 4.14 4.79 15.03
H 2.61 6.45 13.28
H 3.61 5.18 12.55
H 1.90 5.35 12.09
H -0.52 4.53 11.04
H 1.40 3.82 10.98
H 3.06 0.57 8.40
H 4.18 -0.16 9.56
H 3.14 -1.20 8.60
H 1.47 -1.35 11.88
H 1.98 -2.25 10.45
H 3.20 -1.46 11.50
H 1.91 1.25 11.88
H 3.58 0.94 11.42
H 2.57 2.00 10.42
H 1.29 -1.35 8.02
H -0.81 -1.42 6.91
H -2.75 -0.24 7.83
H -2.16 3.19 8.97
H -3.74 3.49 9.68
H -2.31 3.38 10.74
H -3.39 -0.04 11.50
H -2.52 1.41 12.03
H -4.27 1.50 11.66
H -4.35 -0.03 9.19
H -5.03 1.58 9.52
H -4.04 1.37 8.06
H -0.26 -0.68 12.64
H 0.06 0.89 14.84
*
```